No. 1
The following is a quantum chemistry calculation of the molecule C15H23N3O9P2S at a distorted geometry, from the Open Molecules 2025 dataset.

```
53
C15H23N3O9P2S ωB97M-V/def2-TZVPD
N 3.025 2.306 3.040
P 2.857 0.793 2.090
O 2.167 -0.329 3.190
C 1.566 1.154 0.692
C 0.954 2.624 1.068
C -0.371 2.956 0.180
O -0.227 4.304 -0.369
C -1.391 4.592 -1.165
O -1.231 5.228 -2.239
C 2.253 1.349 -0.757
O 3.436 0.526 -0.973
N 4.205 1.230 -1.874
O 3.667 1.211 -2.948
O 0.434 0.260 0.706
C 0.778 -1.105 0.371
C 0.535 -1.481 -1.190
N 0.849 -2.958 -1.363
P 2.260 -3.212 -2.368
O 2.273 -4.907 -2.725
O 2.089 -2.402 -3.853
S 3.899 -2.828 -1.407
C -0.155 -2.043 1.330
C -1.551 -2.436 0.666
O -1.640 -3.602 0.147
C -2.864 -1.555 0.628
C -2.949 -0.013 0.649
C -4.300 0.792 0.560
C -5.634 0.011 0.464
C -5.582 -1.547 0.471
C -4.227 -2.335 0.550
H 3.705 2.162 3.808
H 3.384 3.023 2.388
H 1.985 0.107 4.061
H 1.719 3.463 0.961
H 0.582 2.609 2.164
H -1.307 2.967 0.846
H -0.526 2.203 -0.673
H -2.403 4.225 -0.778
H 1.418 1.180 -1.543
H 2.537 2.466 -0.873
H 1.853 -1.415 0.600
H 1.247 -0.928 -1.898
H -0.528 -1.209 -1.525
H -0.010 -3.357 -1.797
H 1.971 -5.306 -1.868
H 2.880 -1.821 -3.927
H -0.370 -1.532 2.329
H 0.448 -3.012 1.515
H -2.005 0.616 0.731
H -4.249 1.943 0.556
H -6.600 0.626 0.409
H -6.580 -2.114 0.423
H -4.281 -3.480 0.522
```

Output
HOMO level	-0.3015	Eh
strongest force on any atom	5.47	eV Å⁻¹
gap between HOMO and LUMO	7.551	eV
SMILES string	NP(O)[C@@](CCOC=O)(CON=O)O[C@H](CNP(O)(O)=S)CC(=O)c1ccccc1
lowest unoccupied orbital energy	-0.6540	eV

No. 2
The following is a quantum chemistry calculation of the molecule C15H23N5O4 at a distorted geometry, from the Open Molecules 2025 dataset.

```
47
C15H23N5O4 ωB97M-V/def2-TZVPD
C 1.200 -1.194 -0.517
C 0.277 0.058 -0.359
C 2.311 -1.359 0.633
C 3.651 -0.480 0.259
C 3.835 0.840 1.052
C 4.615 -0.836 -0.594
C 5.024 1.423 0.931
C 5.809 -0.184 -0.650
C 6.104 0.855 0.259
C -1.638 -1.317 0.900
C -2.406 -1.871 -0.367
C -2.774 -1.091 1.987
C -4.247 -1.043 1.450
C -4.607 0.030 0.288
C -4.082 2.381 -0.367
H 2.269 -0.463 -1.927
H 0.979 -1.292 -2.603
H 0.698 -2.185 -0.340
H 2.017 -1.086 1.715
H 2.524 -2.520 0.733
H 3.067 1.371 1.673
H 4.523 -1.790 -1.305
H 5.317 2.337 1.527
H 6.496 -0.410 -1.417
H 7.922 1.023 0.047
H -1.552 0.699 0.523
H -0.779 -2.012 1.120
H -2.491 -0.338 2.770
H -2.916 -2.063 2.638
H -4.853 -1.010 2.318
H -4.329 -1.890 0.843
H -4.732 -0.526 -0.539
H -5.416 0.593 0.630
H -3.104 0.639 -0.875
H -3.458 2.437 -2.140
H -5.441 3.624 -0.077
H -5.420 2.685 1.402
H -3.323 -2.786 -1.409
N 1.713 -1.239 -1.889
N -0.892 -0.088 0.419
N -3.674 1.094 -0.164
N -4.002 3.026 -1.522
N -4.999 2.933 0.485
O 0.687 1.125 -0.798
O 7.219 1.532 0.479
O -2.955 -1.098 -1.188
O -2.883 -3.108 -0.499
```

Output
HOMO level	-0.2983	Eh
strongest force on any atom	5.99	eV Å⁻¹
gap between HOMO and LUMO	8.481	eV
SMILES string	[H]/N=C(/N)NCCC[C@H](NC(=O)[C@@H](N)Cc1ccc(O)cc1)C(=O)O
lowest unoccupied orbital energy	0.3651	eV
ΔE to the lowest compared entry with this formula, charge and spin	147.38	kcal/mol